[1]
The following is a quantum chemistry calculation of a molecular structure, C25H42N2O4SSi2Sm, from the Open Molecules 2025 dataset.

Calculated values
- F_max: 0.6 eV/Å
- HOMO energy (spin up / spin down): -10.403 / -10.410 eV
- ΔE to the lowest compared entry with this formula, charge and spin: 0.30 kJ/mol
- HOMO-LUMO gap (spin up / spin down): 7.42 / 8.40 eV
- Energy: -82269.834 eV
- Expectation value of S²: 8.7620
- Net charge: +1
- Multiplicity: 6

Each line ends with the Löwdin spin population.
Element x y z (Å)
Sm -0.0890 -0.1086 0.3769  5.077
C -2.1934 2.3629 -1.1036  0.000
C -1.0041 2.6922 -1.9886  0.000
O 0.0983 1.8762 -1.6153  -0.001
C 1.1842 2.0125 -2.5114  0.000
C 2.2927 1.0653 -2.0875  0.000
O 1.8146 -0.1749 -1.5611  -0.003
C 1.5560 -1.2171 -2.5011  0.000
C 0.2349 -1.0372 -3.2064  0.000
O -0.7580 -0.7690 -2.2263  -0.003
C -1.9868 -0.3443 -2.8032  0.000
C -2.9088 0.1190 -1.7015  0.000
O -2.2572 0.9748 -0.7702  -0.004
H -3.1200 2.6623 -1.5994  0.000
H -2.1098 2.8908 -0.1626  0.000
H -0.7563 3.7515 -1.8680  0.000
H -1.2254 2.5170 -3.0467  0.000
H 1.5776 3.0342 -2.4903  0.000
H 0.8395 1.8134 -3.5314  0.000
H 2.8797 1.5179 -1.2959  0.000
H 2.9520 0.8714 -2.9366  0.000
H 1.5520 -2.1405 -1.9233  0.000
H 2.3621 -1.2748 -3.2363  0.000
H -0.0072 -1.9492 -3.7622  0.000
H 0.2710 -0.2067 -3.9169  0.000
H -2.4616 -1.1710 -3.3423  0.000
H -1.7838 0.4570 -3.5199  0.000
H -3.2664 -0.7278 -1.1242  0.000
H -3.7718 0.6250 -2.1413  0.000
C -3.4974 -0.9625 1.7810  0.000
Si -2.7440 -2.6152 1.2659  -0.002
C -3.4751 -3.9074 2.4020  -0.001
C -3.3341 -3.1052 -0.4579  0.000
C -0.9027 -2.3662 1.2621  -0.016
C -0.3984 -2.0385 2.6361  -0.001
C -0.5950 -2.8003 3.7985  0.000
C -0.0625 -2.3735 4.9981  0.000
C 0.6657 -1.1864 5.0479  0.000
C 0.8296 -0.4837 3.8782  0.000
N 0.3209 -0.9028 2.7151  -0.009
Si 0.1630 -3.7223 0.5795  -0.002
C 1.9446 -3.0814 0.6663  0.000
C 0.0939 -5.3487 1.4875  -0.001
C -0.2365 -4.0962 -1.2194  0.000
H -4.5318 -0.8550 1.4395  0.000
H -2.9460 -0.0960 1.4020  0.000
H -3.5061 -0.8764 2.8720  0.000
H -4.5422 -4.0065 2.1786  0.000
H -3.3844 -3.6474 3.4590  0.000
H -3.0147 -4.8885 2.2491  0.000
H -4.3373 -2.7141 -0.6546  0.000
H -3.4002 -4.1956 -0.5272  0.000
H -2.6631 -2.7733 -1.2527  0.000
H -1.1527 -3.7244 3.7353  0.000
H -0.2091 -2.9612 5.8962  0.000
H 1.0925 -0.8195 5.9706  0.000
H 1.3820 0.4484 3.8506  0.000
H 2.3388 -3.1758 1.6823  0.000
H 2.0431 -2.0191 0.4008  0.000
H 2.6092 -3.6375 -0.0012  0.000
H 0.3516 -5.2423 2.5443  0.000
H 0.7953 -6.0621 1.0443  0.000
H -0.9076 -5.7845 1.4240  0.000
H -0.4701 -3.1953 -1.7904  0.000
H -1.1025 -4.7599 -1.2923  0.000
H 0.6066 -4.6069 -1.6969  0.000
S -0.3208 2.3463 1.6274  -0.020
C 1.4142 2.3123 1.4819  -0.001
C 2.2161 3.4298 1.7738  -0.001
C 3.5841 3.3150 1.7076  0.001
C 4.1610 2.0914 1.3480  0.000
C 3.3209 1.0495 1.0534  -0.001
N 1.9830 1.1517 1.1068  -0.010
H 1.7321 4.3523 2.0646  0.000
H 4.2130 4.1653 1.9420  0.000
H 5.2329 1.9594 1.3037  0.000
H 3.7112 0.0807 0.7609  0.000

[2]
The following is a quantum chemistry calculation of C5H8N4O in the gas phase in a non-equilibrium geometry, from the Open Molecules 2025 dataset.

Calculated values
- F_max: 4.8 eV/Å
- SMILES: CN1COCN/C1=N/C#N
- HOMO energy: -9.060 eV
- ΔE to the lowest compared entry with this formula, charge and spin: 222.35 kJ/mol
- HOMO-LUMO gap: 9.58 eV
- Energy: -13321.178 eV

Each line ends with the Löwdin charge.
Element x y z (Å)
C 1.1556 1.5911 0.2714  -0.027
C -1.2029 0.9732 -0.2021  -0.139
C -2.0006 -1.1734 -0.0637  -0.249
C 0.4640 -0.7197 0.0046  -0.350
C 2.6844 -0.8424 -0.3228  -0.396
H 0.8949 2.5754 -0.0795  0.089
H 2.1141 1.3125 -0.1332  0.055
H 1.1380 1.5253 1.4046  0.125
H -1.4346 1.1269 0.8822  0.152
H -1.3824 1.8790 -0.7957  0.145
H -2.4628 -0.9449 0.8215  0.096
H -2.4636 -2.0267 -0.5799  0.151
H -0.3446 -2.5262 0.0834  0.179
N 0.2094 0.6085 -0.2006  -0.084
N -0.6708 -1.5148 0.2201  0.084
N 1.5726 -1.3746 0.1499  0.118
N 3.7408 -0.4390 -0.6153  0.111
O -2.0115 -0.0302 -0.8449  -0.058

[3]
The following is a quantum chemistry calculation of C6H11N in the gas phase in a non-equilibrium geometry, from the Open Molecules 2025 dataset.

Calculated values
- F_max: 4.1 eV/Å
- SMILES: C=C/C(=C\N)CC
- HOMO energy: -7.909 eV
- ΔE to the lowest compared entry with this formula, charge and spin: 249.61 kJ/mol
- HOMO-LUMO gap: 8.85 eV
- Energy: -7887.944 eV

Each line ends with the Löwdin charge.
Element x y z (Å)
C 1.2413 -1.7706 -0.4017  -0.108
C 1.2431 -0.1986 -0.6255  -0.228
N -2.1745 1.6219 -0.9153  -0.019
C -0.8159 1.1512 -1.1388  -0.142
C -0.0494 0.4323 -0.2254  -0.281
C -0.6161 0.3814 1.2002  -0.115
C 0.3040 0.1528 2.1998  -0.007
H 0.7752 -2.2554 0.5069  0.080
H 0.6089 -2.1932 -1.1889  0.056
H 2.2861 -2.1285 -0.6299  0.078
H 2.0879 0.1883 -0.1012  0.086
H 1.2198 -0.0847 -1.7438  0.110
H -2.8855 1.0078 -1.3273  0.076
H -2.5147 1.9276 0.0133  0.071
H -0.5241 1.0384 -2.2675  0.130
H -1.6732 0.5467 1.2825  0.071
H 0.1572 0.4515 3.3333  0.084
H 1.3299 -0.2689 2.0292  0.058

[4]
The following is a quantum chemistry calculation of ClH2NOS2 in the gas phase in a non-equilibrium geometry, from the Open Molecules 2025 dataset.

Calculated values
- F_max: 3.0 eV/Å
- HOMO energy: -9.084 eV
- ΔE to the lowest compared entry with this formula, charge and spin: 482.18 kJ/mol
- HOMO-LUMO gap: 8.33 eV
- Energy: -37756.785 eV

Each line ends with the Löwdin charge.
Element x y z (Å)
N 0.3343 0.6656 -0.1142  -0.645
O 1.8480 -0.6717 1.6214  -0.670
S -2.0795 -0.3574 -1.9087  0.070
S -0.5917 -0.7527 -0.7329  0.406
Cl 0.8981 0.5273 1.5138  0.897
H 0.8639 1.3462 -0.7024  0.070
H -1.2731 -0.7573 0.3228  -0.127

[5]
The following is a quantum chemistry calculation of 12 unconnected molecules or ions with the total composition H24O12 in a non-equilibrium geometry, from the Open Molecules 2025 dataset.

Calculated values
- F_max: 1.3 eV/Å
- SMILES: O.O.O.O.O.O.O.O.O.O.O.O
- HOMO energy: -10.698 eV
- ΔE to the lowest compared entry with this formula, charge and spin: 139.53 kJ/mol
- HOMO-LUMO gap: 10.21 eV
- Energy: -24960.248 eV

Each line ends with the Löwdin charge.
Element x y z (Å)
O -0.0392 -2.5000 3.3951  -0.049
H -0.6385 -2.4058 2.6547  -0.017
H -0.3053 -1.8145 4.0079  0.023
O 1.5352 0.1259 -3.4360  -0.035
H 2.0667 -0.6559 -3.5865  0.035
H 1.1346 -0.0177 -2.5786  -0.013
O 1.5903 -0.7341 2.1564  -0.038
H 2.0733 0.0852 2.2649  0.058
H 1.0078 -0.7715 2.9151  0.010
O 0.2670 -2.4338 -1.6769  -0.032
H 0.8418 -2.4573 -2.4420  0.051
H -0.5467 -2.0468 -1.9999  0.004
O 0.6907 3.9406 -1.8499  -0.065
H 0.9230 3.6924 -2.7447  0.037
H 0.8660 3.1562 -1.3301  -0.042
O -1.6275 -0.5756 -2.7742  -0.056
H -2.3243 0.0556 -2.9537  0.048
H -1.2053 -0.2478 -1.9802  -0.025
O -1.1143 0.1836 2.5616  -0.034
H -0.7866 0.7570 3.2544  0.064
H -2.0665 0.2669 2.6115  0.061
O -0.6603 0.1043 -0.2299  -0.053
H -0.6629 1.0116 0.0752  -0.008
H -0.8735 -0.4111 0.5480  0.013
O 2.1695 -0.7533 -0.4311  -0.059
H 2.1320 -0.9130 0.5120  0.000
H 1.3810 -1.1714 -0.7769  -0.016
O -1.1136 2.7243 0.5258  -0.033
H -0.8578 3.2576 -0.2269  0.031
H -2.0534 2.8788 0.6210  0.060
O 1.7421 1.9151 -0.4348  -0.042
H 1.7434 0.9605 -0.5051  -0.018
H 1.6402 2.0867 0.5013  0.050
O -2.0449 -2.5541 1.3768  -0.019
H -2.0215 -2.6507 0.4248  0.055
H -2.8625 -2.0877 1.5507  0.054

[6]
The following is a quantum chemistry calculation of a molecular structure, C6H14NdO4 in a non-equilibrium geometry, from the Open Molecules 2025 dataset.

Calculated values
- F_max: 4.2 eV/Å
- HOMO energy (spin up / spin down): -5.502 / -6.741 eV
- HOMO-LUMO gap (spin up / spin down): 5.49 / 6.24 eV
- Energy: -29910.795 eV
- Expectation value of S²: 6.0062
- Multiplicity: 5

Each line ends with the Löwdin spin population.
Element x y z (Å)
C 2.4078 2.2211 0.1205  0.001
O 2.4013 0.9282 0.6450  0.001
C 2.6036 0.8902 2.0856  0.006
C 2.4082 -0.5394 2.5759  0.000
O 1.0767 -0.7565 3.0188  -0.008
C -1.0001 -0.9608 0.7297  0.001
C -2.0635 0.0321 1.1226  0.002
O -1.4456 1.2112 1.6258  0.017
C -2.2621 2.3657 1.5719  0.015
Nd 0.4184 1.2989 3.4649  3.937
H 2.2288 2.1548 -0.9616  0.000
H 1.6003 2.8359 0.5562  0.002
H 3.3816 2.7196 0.2757  0.000
H 3.6420 1.2266 2.2697  0.000
H 3.1349 -0.7379 3.3925  0.001
H 2.6571 -1.2635 1.7663  0.000
H -1.4934 -1.9105 0.4741  0.000
H -0.0606 -1.2198 1.2268  0.001
H -2.7921 -0.3884 1.8352  0.001
H -2.6777 0.3010 0.2476  0.000
H -1.7281 3.1743 2.0873  0.022
H -2.4376 2.6424 0.5216  0.001
H -3.2249 2.1899 2.0758  0.001
O -0.3479 -0.5148 -0.6288  0.001
H 0.2972 0.1755 -0.3647  0.000